129
Properties=species:S:1:pos:R:3:forces:R:3:mulliken_charge:R:1 method="wB97M-V/def2-TZVPD" lumo_energy_ev=-2.101 gap_ev=7.22 e_homo_ev=-9.32 total_charge=0 e_tot_ev=-152560.328
C 3.53865 0.28649 8.63307 -0.409 0.411 0.932 1.00
C 4.03256 -4.61562 -3.34740 -0.170 -1.901 0.613 0.31
O -8.14556 8.34024 7.34116 0.052 -1.992 -0.298 -0.56
C -2.94180 -3.44924 -7.74664 -1.609 1.435 -0.301 0.48
H 5.39294 -0.27636 -3.03674 0.019 0.339 -0.152 0.18
C -2.06920 -4.23581 8.61292 -0.459 -0.892 0.446 0.77
C 6.86997 6.21200 -4.00907 1.167 -0.109 -0.355 0.97
O -2.25310 6.62589 2.97903 0.920 -1.768 -0.255 -0.55
C -0.45330 -1.97271 9.28125 0.353 0.788 -0.519 0.85
H -5.56602 3.59634 4.90014 -0.324 -0.193 0.143 0.25
C 4.49408 -0.27637 7.63986 1.845 -0.478 0.019 0.39
H -8.72220 -4.02765 -9.77784 0.043 -0.033 -0.044 0.43
O -7.86553 -5.60293 -13.86665 -0.065 0.320 0.859 -0.61
C -1.77604 2.43476 2.58060 0.430 -1.601 -0.109 0.23
H 1.47780 0.96545 8.92216 0.113 -0.081 -0.104 0.37
C -0.92016 -2.17754 7.90140 0.213 0.185 0.246 -0.76
H 5.62217 8.08669 -4.72779 -0.263 -0.179 0.203 0.35
H 7.36513 -1.06683 -0.52824 0.232 1.149 2.194 0.17
C 5.31844 4.47378 -2.35051 -0.799 0.123 0.250 0.78
H 7.21637 -1.28690 1.38037 0.678 1.363 -1.861 0.27
O 2.33447 -0.60983 4.83335 -0.034 0.239 0.818 -0.60
O 8.06719 1.89250 0.78547 -6.735 -6.210 -0.165 -0.52
H -8.95154 8.11335 7.85418 0.323 0.085 -0.197 0.35
O -0.30258 -0.30190 2.15952 7.388 -7.067 -9.414 -0.30
C -7.47843 -5.33100 -12.73563 0.550 -0.464 -0.952 0.96
H 1.36807 -4.60553 -6.81691 0.040 -0.312 0.117 0.30
H -1.43617 -6.61424 -7.73086 -0.008 0.073 0.005 0.43
O -2.11309 -3.43388 6.29022 0.214 -0.385 1.938 -0.56
C -1.67273 -3.23330 7.58559 -0.321 0.171 -1.818 0.34
H -0.62647 -1.43998 7.16514 -0.055 -0.023 0.112 0.60
H -1.32821 6.95512 2.95745 -0.371 -0.147 0.002 0.36
H 0.31133 2.78759 2.51141 -0.061 0.033 -0.008 0.28
O -9.42623 5.97944 7.90744 0.748 0.271 -0.492 -0.61
O 5.79728 -0.48761 8.05126 -1.879 0.534 0.189 -0.57
H 0.44857 0.19485 5.59337 0.045 0.159 0.266 0.27
H -2.63903 -4.26264 6.31888 0.201 0.333 -0.005 0.35
C -2.15767 5.25320 2.84217 -0.656 1.800 0.239 0.29
C 7.12464 0.92621 0.71728 6.845 4.747 -0.161 0.72
O 0.47713 0.48814 6.53009 1.661 -0.568 -0.244 -0.58
C -3.13859 3.02501 2.68632 -0.894 0.354 0.031 0.71
C -6.56415 7.08496 6.10795 0.291 -0.219 -0.221 -0.91
O 4.84802 -0.48554 -3.82642 -0.192 -2.199 0.696 -0.57
C -1.51052 -5.53958 -7.62179 -0.692 -0.060 -0.096 -1.08
C -8.42669 5.90273 7.20173 -0.778 -0.696 0.416 0.91
O -6.28262 -4.46586 -8.92554 -0.306 0.035 -0.782 -0.70
H -6.00135 7.97366 5.85148 -0.026 -0.063 0.019 0.44
C 3.51805 -3.88559 -4.53840 -0.443 0.501 -0.899 0.85
C 7.65148 -0.61321 0.51405 -0.366 -0.268 0.517 -0.70
O 0.18668 5.39852 2.70475 -0.861 -0.281 0.035 -0.64
C -6.06352 5.80075 5.59410 0.668 0.712 -0.340 0.89
H 3.42846 -1.92882 -5.51548 0.006 -0.038 0.043 0.51
O 0.39165 -2.64899 -6.79829 -0.534 -0.689 -0.232 -0.55
O -9.72287 -4.50496 -12.16991 1.944 -0.596 -0.121 -0.56
O 7.50187 6.96937 -4.73715 -0.724 -0.248 0.444 -0.61
O 3.71974 -5.95770 -3.23270 0.024 1.875 -0.850 -0.58
C 2.72157 -0.33789 5.96437 0.318 -0.359 -0.828 1.02
C -6.83776 4.57063 5.91579 0.211 -1.913 -0.449 0.33
H 3.02353 2.09088 -0.95326 1.526 -1.990 0.119 0.39
H 6.58029 2.62462 -1.59103 0.717 0.080 -0.395 0.19
C -0.79594 4.66541 2.70866 1.038 -0.046 -0.033 0.78
C -1.58193 -4.04338 9.98774 -0.195 -0.186 -0.268 -0.89
H -4.76689 -3.62903 -8.23121 -0.296 0.254 0.066 0.38
O -4.12327 2.29447 2.65649 0.718 0.196 0.082 -0.68
C -0.82651 -2.98942 10.30260 0.367 -0.232 1.865 0.34
C -2.82576 -4.92843 -7.86778 0.408 -0.870 0.135 1.12
H -9.75143 -4.79825 -13.10663 0.021 0.105 0.364 0.35
O -2.77711 -5.18544 8.29655 0.506 0.771 -0.072 -0.62
C 7.46686 4.99705 -3.43269 -0.066 0.576 -0.391 -0.76
H 0.15809 -1.97183 11.56482 -0.212 -0.333 0.024 0.35
C -7.66746 7.13652 6.85680 -0.229 1.874 0.406 0.32
C -8.42690 -4.74222 -11.75004 -1.900 0.512 -0.085 0.26
C -8.04265 -4.45384 -10.50509 0.311 -0.028 0.397 -0.97
H 5.15251 -4.51827 -1.55223 -0.021 0.024 -0.053 0.45
H -5.40739 -5.97285 -13.03563 -0.044 0.020 0.054 0.44
O -6.37550 3.37026 5.40822 -0.016 2.038 0.371 -0.55
H 8.82627 -0.65243 0.60036 -2.544 0.640 -0.074 0.31
O 3.91738 0.52724 9.77446 0.025 -0.274 -0.905 -0.63
C 5.09659 -2.57032 -2.54900 0.425 -0.346 0.819 0.71
O -3.81066 -5.59442 -8.16877 0.702 0.398 0.508 -0.68
C 5.44971 6.51526 -3.67960 -1.224 1.458 -0.462 0.38
C 2.15735 0.53926 8.19491 0.259 0.184 0.153 -0.69
O 7.30168 3.04268 -2.11000 -1.263 2.608 -0.763 -0.59
C -0.46226 -4.78786 -7.28005 1.783 -1.387 0.239 0.34
C 0.40073 -0.76339 1.08773 1.026 5.074 2.407 0.51
H 4.79261 -0.97974 5.66437 -0.043 0.023 0.037 0.46
O 2.85817 -4.48359 -5.38168 0.494 0.044 0.742 -0.60
C -7.93912 4.62153 6.66749 -0.258 0.240 0.219 -0.84
H 3.69426 5.90807 -2.66121 0.063 -0.006 -0.018 0.43
O -5.04479 5.71980 4.91602 -0.803 -0.207 0.517 -0.48
C -0.68511 3.20316 2.58977 0.162 0.328 0.021 -0.35
C -5.70592 -5.26948 -11.06014 2.221 -0.493 0.061 0.43
O 4.67659 3.69865 -1.64954 0.468 0.494 -0.324 -0.41
O 4.90256 7.67188 -4.20398 1.393 -1.402 0.359 -0.57
C -0.58472 -3.31114 -7.13187 0.227 1.154 0.176 1.04
Cl 2.57536 1.39855 2.11805 -0.178 -0.460 -1.400 -0.26
H -1.96528 -1.62166 -7.30758 -0.008 -0.069 0.003 0.45
H -4.24463 4.89909 2.92338 0.169 -0.024 -0.028 0.59
O 5.71872 1.36659 0.78385 0.503 -1.985 -4.772 -0.22
P 2.84801 -0.01883 0.52212 1.164 -0.893 0.775 0.35
H -8.51034 3.73487 6.91098 0.036 0.054 -0.008 0.43
C 3.82393 -2.45135 -4.65358 -0.247 -0.469 -0.180 -0.66
C 6.74622 4.18472 -2.65717 1.491 -1.782 0.746 0.28
O 0.77774 -5.35489 -7.04982 -1.815 1.554 -0.334 -0.56
H 5.82438 -0.19993 8.98988 -0.020 -0.116 -0.380 0.34
C 5.19323 1.16985 -0.60711 1.919 -0.857 -4.162 0.94
C 4.77014 -3.99926 -2.42181 0.197 0.377 0.144 -1.04
C 1.77310 0.25088 6.94996 -1.436 0.507 0.054 0.18
H 8.50505 4.79789 -3.66560 -0.072 0.007 0.022 0.45
H -1.86262 -4.78889 10.72066 0.006 0.046 -0.044 0.42
C 4.10916 -0.56804 6.39591 -0.267 -0.017 -0.242 -1.02
C -6.09084 -5.56115 -12.30409 -0.476 -0.001 -0.342 -0.82
C -3.24866 4.48490 2.82949 -0.223 -0.443 -0.164 -0.83
O -1.67899 1.05963 2.47189 -3.185 4.270 0.861 -0.34
O 5.98489 1.04099 -1.68969 -4.538 -0.018 7.354 -0.73
H 3.17982 -6.16837 -4.02555 0.215 0.049 0.319 0.33
H -2.60427 0.73080 2.48739 0.257 0.147 0.016 0.28
C 4.55861 -1.83399 -3.72630 0.152 1.971 -0.662 0.40
H 3.41059 0.56195 -1.98506 0.587 0.697 2.219 0.28
O 5.78437 -1.98028 -1.72328 -0.588 -0.274 -0.697 -0.40
C -1.89453 -2.69772 -7.40154 0.503 -0.024 0.134 -0.83
C 4.72823 5.70097 -2.90687 -0.087 -0.401 0.245 -1.13
O -4.40272 -5.48071 -10.64874 -2.407 0.745 -0.625 -0.56
N 1.29862 -0.74546 0.02239 -5.265 0.589 6.098 -0.43
O 0.22693 -1.00488 9.60489 -0.564 -0.858 0.196 -0.56
C 3.55561 1.03317 -0.91886 -0.237 1.540 0.130 -0.58
H -4.37562 -5.19303 -9.71012 0.089 -0.454 -0.087 0.23
O -4.17496 -2.87899 -8.00415 1.816 -1.466 0.289 -0.59
O -0.36291 -2.80389 11.59211 -0.247 0.433 -1.929 -0.57
C -6.66135 -4.70662 -10.06693 -0.496 0.330 0.629 0.94